# C2H2Cl2O2

2 unconnected molecules or ions with the total composition C2H2Cl2O2 in a non-equilibrium geometry (wB97M-V/def2-TZVPD, the OMol25 dataset).

```
8
Properties=species:S:1:pos:R:3:forces:R:3
C -1.1415 -0.0413 -0.8436 -0.8585 0.1090 0.4720
C -0.4156 -0.6455 1.4643 0.7853 0.8449 1.6422
O 1.2145 0.8373 -1.0266 1.0290 -0.7618 -2.0341
O -0.4094 0.8848 -0.8615 -1.2551 2.6336 0.3371
Cl 0.5666 -1.7857 2.1906 -0.1295 -1.3597 -0.6186
Cl -0.1652 0.8737 2.1696 -0.8034 0.5460 -0.6013
H -0.8387 -1.0106 -1.0673 0.8217 -2.0096 -0.6358
H 1.1894 0.8874 -2.0255 0.4105 -0.0024 1.4385
```
Forces are in eV/Å.

Total energy in eV: -31236.4682
Kohn-Sham gap (spin up / spin down) in eV: 8.412 / 6.577
Max |F| in eV/Å: 2.94
Lowest unoccupied orbital energy (spin up / spin down) in eV: -0.02 / -2.65
Multiplicity: 3
Energy relative to the best compared isomer or geometry (same formula, charge and spin) in eV: 5.345